[1]
{
  "formula": "C17H62N16O14",
  "method": "the ωB97M-V functional and the def2-TZVPD basis",
  "orbital_gap_ev": 7.72,
  "e_above_lowest_ev": 0.761,
  "spin_multiplicity": 1,
  "e_homo_ha": -0.2997,
  "total_charge": 0,
  "max_force_ev_per_a": 10.94,
  "symbols": ["C", "C", "O", "H", "H", "H", "H", "H", "H", "C", "C", "O", "H", "H", "H", "H", "H", "H", "C", "C", "O", "H", "H", "H", "H", "H", "H", "C", "O", "N", "N", "H", "H", "H", "H", "C", "O", "N", "N", "H", "H", "H", "H", "C", "O", "N", "N", "H", "H", "H", "H", "C", "O", "N", "N", "H", "H", "H", "H", "C", "O", "N", "N", "H", "H", "H", "H", "C", "O", "N", "N", "H", "H", "H", "H", "C", "O", "N", "N", "H", "H", "H", "H", "C", "O", "N", "N", "H", "H", "H", "H", "C", "O", "H", "H", "H", "H", "C", "O", "H", "H", "H", "H", "C", "O", "H", "H", "H", "H"],
  "coordinates": [[12.717, 3.777, 17.544], [12.330, 5.229, 17.285], [12.160, 5.789, 18.555], [13.657, 3.657, 17.996], [12.774, 3.345, 16.513], [11.912, 3.266, 18.099], [11.340, 5.231, 16.781], [13.016, 5.786, 16.679], [12.818, 6.527, 18.696], [5.947, 2.024, 13.087], [5.461, 1.168, 11.851], [6.258, -0.036, 11.709], [7.050, 2.057, 13.079], [5.601, 1.620, 14.037], [5.568, 3.057, 13.079], [5.536, 1.762, 10.942], [4.404, 1.026, 12.086], [5.633, -0.780, 11.491], [4.359, 3.501, 17.870], [4.501, 3.269, 16.340], [5.851, 3.363, 16.031], [3.312, 3.442, 18.019], [4.676, 4.502, 18.167], [4.794, 2.793, 18.559], [4.006, 3.963, 15.605], [4.221, 2.308, 16.046], [6.206, 2.466, 16.166], [9.577, 0.302, 11.869], [10.072, 1.584, 11.858], [10.155, -0.513, 12.676], [8.880, -0.272, 10.906], [10.672, -0.133, 13.487], [9.790, -1.418, 12.734], [8.924, 0.416, 10.162], [7.919, -0.266, 11.168], [7.595, 3.256, 10.009], [7.501, 1.861, 9.758], [7.768, 4.086, 9.017], [7.749, 3.782, 11.161], [7.690, 3.847, 8.033], [7.710, 5.099, 9.210], [7.621, 3.138, 11.898], [7.690, 4.788, 11.351], [11.019, 4.931, 10.425], [12.361, 5.360, 10.357], [10.402, 4.839, 11.560], [10.422, 4.553, 9.385], [10.984, 4.732, 12.394], [9.546, 4.278, 11.622], [10.848, 4.666, 8.528], [9.459, 4.209, 9.363], [7.134, 0.899, 17.845], [7.219, 1.229, 16.531], [6.830, -0.326, 18.258], [7.318, 1.734, 18.859], [6.741, -1.112, 17.605], [6.334, -0.462, 19.112], [7.426, 2.742, 18.753], [7.261, 1.438, 19.814], [8.631, 8.163, 16.919], [8.248, 8.769, 15.748], [8.371, 8.608, 18.120], [9.356, 7.108, 16.962], [7.674, 9.421, 18.037], [8.429, 8.121, 19.026], [9.468, 6.556, 16.123], [9.618, 6.592, 17.816], [4.433, 5.668, 13.255], [3.269, 4.944, 13.353], [4.463, 6.654, 12.423], [5.538, 5.403, 13.897], [3.523, 6.886, 12.030], [5.213, 7.310, 12.190], [5.529, 4.683, 14.665], [6.487, 5.809, 13.686], [8.846, 4.403, 18.315], [9.547, 3.475, 17.545], [7.530, 4.532, 18.287], [9.457, 5.205, 19.140], [7.117, 4.084, 17.510], [7.002, 4.989, 19.017], [10.479, 5.268, 19.298], [8.874, 5.866, 19.655], [7.743, 7.223, 12.370], [6.760, 8.164, 12.099], [8.332, 6.536, 11.440], [7.998, 6.747, 13.567], [8.021, 6.805, 10.446], [9.271, 6.036, 11.524], [7.903, 7.363, 14.390], [8.744, 6.026, 13.702], [12.142, 3.089, 13.886], [11.986, 4.488, 14.189], [12.900, 2.616, 14.473], [12.421, 2.865, 12.835], [11.220, 2.559, 13.959], [12.827, 4.893, 13.986], [8.608, 4.028, 14.559], [9.454, 5.114, 14.984], [8.447, 3.373, 15.444], [9.199, 3.439, 13.846], [7.635, 4.275, 14.065], [10.315, 4.755, 15.211], [10.385, 0.942, 15.778], [11.284, 0.143, 15.045], [9.764, 0.411, 16.465], [9.694, 1.383, 15.123], [10.961, 1.783, 16.213], [11.498, -0.700, 15.494]],
  "forces_ev_per_angstrom": [[-1.4, -0.1, -2.6], [-1.0, -1.7, 0.1], [1.1, 2.8, 1.6], [1.3, 0.0, 0.8], [0.0, -0.2, 0.9], [0.4, 0.3, -0.3], [0.7, 0.1, 0.2], [0.5, 0.2, -0.3], [-1.2, -1.3, -0.2], [0.2, -0.5, -1.0], [0.3, 1.4, 1.4], [-2.3, -0.7, 0.2], [-0.3, -0.3, 0.4], [0.2, -0.4, -0.1], [0.0, -0.4, -0.4], [0.1, -0.2, 0.0], [0.0, -0.8, -0.4], [1.0, 1.2, 0.3], [-1.0, 0.6, -1.3], [0.4, 1.7, 0.7], [1.6, 0.5, -0.4], [-1.3, 0.2, 0.7], [0.0, 0.1, -0.2], [0.5, -0.6, -0.3], [-0.4, -0.3, 1.4], [-1.1, -1.8, -0.1], [0.9, -0.1, -0.2], [5.0, 6.8, -0.4], [-2.8, -4.3, 0.1], [1.3, -0.2, 3.3], [-0.8, 0.1, -2.5], [-0.4, -0.4, -0.6], [-0.3, -1.5, 0.0], [-0.5, 0.0, -0.4], [-1.3, -0.4, 0.1], [-0.3, -9.4, -3.1], [0.2, 7.4, 1.2], [-0.7, 3.1, -3.2], [-0.5, 0.8, 3.1], [-0.2, -0.4, 0.6], [-0.1, -1.0, -0.3], [0.0, -0.5, 1.0], [-0.3, -0.3, -0.1], [10.6, 2.5, 0.3], [-6.4, -1.8, 0.6], [-1.3, -0.5, 4.3], [-3.4, -1.3, -2.5], [0.0, 0.4, -0.3], [0.9, -0.4, -0.3], [1.3, 0.3, -1.8], [0.9, 0.0, 0.0], [0.2, 1.7, -5.2], [-0.1, -1.7, 5.7], [-0.4, -2.8, -0.9], [0.1, 1.6, 0.4], [0.1, 1.0, 0.2], [0.0, 0.1, 0.5], [0.0, -0.8, -0.4], [0.0, -0.4, 0.0], [-1.5, 2.6, -5.8], [1.3, -2.7, 5.5], [-3.6, 4.7, 2.5], [2.5, -3.8, -0.8], [1.5, -1.7, 0.8], [0.1, 0.4, -1.3], [0.0, 0.1, -0.2], [-0.4, 1.0, -0.9], [-5.8, -3.7, 0.2], [4.8, 2.6, 0.4], [-2.4, 2.9, -3.2], [2.8, -2.1, 2.7], [1.4, -0.5, 0.5], [0.3, -0.3, 0.7], [0.1, 1.0, -1.4], [-1.8, -0.1, 0.4], [4.2, -5.2, -4.1], [-3.7, 4.7, 3.7], [-0.4, 0.0, 0.2], [1.6, 1.9, 2.6], [-1.4, -0.3, -1.2], [0.0, 0.1, -0.5], [-0.7, -0.4, -0.4], [0.5, -0.4, -0.1], [-5.8, 5.0, -0.3], [4.9, -4.1, 1.1], [0.8, -0.5, -5.9], [1.2, 0.1, 2.5], [0.9, -0.2, 2.3], [-0.9, 1.1, 0.3], [-0.1, 0.2, -0.4], [-0.6, 1.4, -0.3], [0.5, -0.3, -1.6], [-0.1, -0.8, -0.2], [0.4, -0.2, 0.8], [0.0, 0.7, 0.3], [-0.7, 0.0, 0.5], [0.3, 0.4, -0.1], [0.5, -1.7, 0.6], [-1.1, 0.2, -0.3], [-0.3, 0.4, -0.7], [-0.3, -0.1, -0.1], [1.1, 0.4, 0.8], [0.3, -0.3, -0.3], [1.1, 1.0, 0.7], [0.9, -1.4, 0.2], [0.0, -0.4, 0.8], [-0.9, 0.5, -1.3], [-0.6, -0.6, 0.3], [-0.3, 0.9, -0.2]]
}


[2]
{
  "formula": "C17H62N16O14",
  "method": "the ωB97M-V functional and the def2-TZVPD basis",
  "orbital_gap_ev": 8.65,
  "e_above_lowest_ev": 0.000,
  "spin_multiplicity": 1,
  "e_homo_ha": -0.3112,
  "total_charge": 0,
  "max_force_ev_per_a": 9.52,
  "symbols": ["C", "C", "O", "H", "H", "H", "H", "H", "H", "C", "C", "O", "H", "H", "H", "H", "H", "H", "C", "C", "O", "H", "H", "H", "H", "H", "H", "C", "O", "N", "N", "H", "H", "H", "H", "C", "O", "N", "N", "H", "H", "H", "H", "C", "O", "N", "N", "H", "H", "H", "H", "C", "O", "N", "N", "H", "H", "H", "H", "C", "O", "N", "N", "H", "H", "H", "H", "C", "O", "N", "N", "H", "H", "H", "H", "C", "O", "N", "N", "H", "H", "H", "H", "C", "O", "N", "N", "H", "H", "H", "H", "C", "O", "H", "H", "H", "H", "C", "O", "H", "H", "H", "H", "C", "O", "H", "H", "H", "H"],
  "coordinates": [[-13.851, 7.661, 21.712], [-13.326, 7.122, 23.046], [-13.635, 5.805, 23.266], [-13.489, 8.662, 21.568], [-14.958, 7.746, 21.717], [-13.385, 7.193, 20.836], [-13.747, 7.636, 23.916], [-12.253, 7.274, 23.050], [-13.214, 5.512, 24.096], [-14.792, 11.349, 27.054], [-14.638, 9.865, 27.308], [-13.835, 9.194, 26.324], [-15.414, 11.845, 27.761], [-15.216, 11.597, 26.061], [-13.874, 11.878, 27.227], [-15.624, 9.489, 27.282], [-14.297, 9.668, 28.335], [-13.941, 8.212, 26.447], [-14.312, 3.779, 29.732], [-14.764, 2.716, 28.752], [-14.022, 2.782, 27.560], [-14.535, 4.772, 29.400], [-13.290, 3.638, 29.813], [-14.760, 3.631, 30.715], [-15.858, 2.863, 28.583], [-14.473, 1.743, 29.102], [-14.272, 3.566, 27.075], [-16.972, 4.579, 22.628], [-18.090, 4.046, 22.157], [-15.870, 4.581, 21.946], [-16.895, 5.266, 23.748], [-15.867, 4.310, 20.965], [-15.085, 5.040, 22.329], [-17.690, 5.238, 24.415], [-15.961, 5.493, 24.159], [-9.730, 7.134, 24.127], [-10.759, 7.030, 25.031], [-8.663, 7.773, 24.317], [-9.679, 6.467, 23.011], [-8.731, 8.565, 24.990], [-7.841, 7.617, 23.691], [-10.433, 5.979, 22.470], [-8.852, 6.480, 22.460], [-13.819, 5.507, 26.320], [-13.931, 6.449, 27.333], [-14.826, 4.767, 25.957], [-12.662, 5.229, 25.726], [-15.742, 5.031, 26.387], [-14.795, 3.993, 25.250], [-11.897, 5.872, 25.778], [-12.431, 4.284, 25.304], [-11.125, 5.698, 29.945], [-11.656, 6.904, 30.436], [-11.513, 5.278, 28.794], [-10.173, 4.978, 30.496], [-12.274, 5.788, 28.326], [-11.149, 4.481, 28.393], [-9.829, 5.310, 31.403], [-10.052, 3.963, 30.340], [-8.150, 5.892, 27.675], [-7.006, 6.022, 26.902], [-9.357, 6.051, 27.178], [-8.121, 5.432, 28.891], [-9.441, 6.439, 26.267], [-10.218, 5.863, 27.727], [-7.144, 5.275, 29.271], [-8.923, 5.191, 29.551], [-17.969, 4.756, 26.787], [-18.023, 3.600, 27.550], [-18.646, 5.043, 25.653], [-17.116, 5.699, 27.080], [-19.195, 4.228, 25.254], [-19.101, 5.995, 25.696], [-16.687, 5.632, 27.992], [-17.020, 6.582, 26.485], [-16.253, 8.299, 24.422], [-15.980, 7.529, 25.492], [-16.998, 7.954, 23.414], [-15.620, 9.411, 24.327], [-17.226, 6.937, 23.447], [-16.977, 8.458, 22.492], [-14.965, 9.663, 25.077], [-15.640, 10.052, 23.488], [-13.575, 2.822, 23.862], [-12.922, 3.156, 22.681], [-14.855, 2.887, 24.038], [-12.909, 2.517, 24.918], [-15.473, 3.251, 23.326], [-15.279, 2.412, 24.822], [-12.005, 2.046, 24.593], [-13.277, 2.264, 25.834], [-9.963, 2.747, 26.903], [-9.471, 1.725, 26.096], [-10.495, 3.391, 26.307], [-9.042, 3.138, 27.397], [-10.586, 2.333, 27.648], [-8.911, 1.134, 26.560], [-16.181, 0.418, 26.440], [-16.380, 1.744, 26.020], [-15.958, 0.403, 27.526], [-15.343, -0.026, 25.978], [-17.059, -0.182, 26.237], [-17.183, 2.105, 26.466], [-11.229, 8.739, 28.028], [-11.285, 9.595, 26.893], [-11.787, 9.211, 28.890], [-10.189, 8.530, 28.250], [-11.736, 7.793, 27.739], [-12.174, 9.510, 26.581]],
  "forces_ev_per_angstrom": [[-0.3, 0.1, 0.4], [0.1, 1.7, 0.0], [-0.8, -1.9, -0.7], [0.2, 0.8, 0.4], [0.6, -0.5, -0.5], [-0.7, -0.7, 0.2], [0.2, 0.9, -0.3], [0.3, 0.1, 0.2], [0.0, 0.3, -0.5], [0.7, 0.2, -0.8], [0.1, 0.2, 0.7], [-0.3, 0.1, 0.5], [-1.0, -0.2, 0.8], [0.4, -0.2, 0.4], [0.8, 0.2, -0.5], [-1.2, -1.0, -0.2], [0.4, 0.1, -0.3], [-0.1, 0.6, 0.2], [-1.5, -0.8, 0.2], [-0.8, 0.7, 0.2], [0.9, -0.5, -0.4], [0.0, 0.6, -0.3], [2.2, 0.2, 0.4], [-0.1, 0.0, 0.0], [0.6, -0.7, -0.1], [-0.6, -0.6, 0.6], [-0.4, 0.3, 0.0], [-6.3, -1.9, -3.1], [3.8, 1.8, 2.2], [1.4, -0.9, -2.9], [0.7, 0.7, 2.7], [-0.1, -0.1, 0.7], [1.5, 0.6, 0.1], [1.0, -0.3, -0.6], [-1.1, -0.1, -0.6], [-7.2, -2.6, 3.7], [4.2, 1.0, -4.2], [4.5, 4.3, 2.1], [-2.2, -3.3, -4.2], [0.7, -1.2, -0.6], [-1.2, 0.7, 1.3], [0.7, 0.6, 1.8], [0.5, 0.3, -0.2], [0.5, 3.9, 4.4], [0.7, -3.7, -4.4], [-2.5, -0.6, 0.3], [1.4, -1.2, -0.3], [1.2, -0.5, -0.6], [0.0, 1.5, 0.5], [0.6, 0.7, 0.0], [-0.7, 1.4, 0.7], [-4.1, 8.0, 3.0], [3.3, -6.6, -1.9], [-2.8, 1.1, -1.9], [1.9, -1.8, 3.6], [-0.1, -0.2, 0.1], [0.5, -2.1, -0.9], [-0.4, -0.2, -0.5], [-0.6, 1.0, 0.1], [5.0, 0.1, -5.0], [-5.0, -0.2, 3.6], [-1.3, 0.1, -0.2], [2.8, -1.6, 4.3], [-0.4, 0.2, -0.4], [1.5, 0.8, -0.9], [-1.9, 0.3, -0.8], [1.6, 1.1, -1.7], [-0.1, -5.7, 4.2], [0.0, 5.1, -4.3], [-3.5, -0.7, -0.4], [0.2, 2.0, 1.0], [0.4, 1.7, 0.8], [0.4, -1.8, -0.4], [0.1, 0.3, 0.0], [0.5, -0.9, 0.7], [2.0, -2.7, 3.8], [-2.0, 1.9, -3.4], [-2.2, -1.4, -2.4], [1.7, 4.7, -1.0], [0.0, 0.9, -0.7], [0.0, -0.8, 1.8], [0.0, -0.5, -0.5], [-0.2, -1.4, 1.5], [2.9, 2.1, -8.8], [-3.2, -1.9, 5.8], [-3.0, 0.1, -0.6], [5.5, -2.7, 1.9], [0.5, -0.5, -0.2], [-0.5, -0.5, 0.2], [-1.4, 1.0, 1.2], [-0.3, -0.2, -0.2], [3.3, -1.4, 1.7], [-0.9, -0.4, -2.2], [-0.9, 1.9, -1.3], [-1.1, 0.9, -0.2], [-1.1, -0.4, 1.1], [0.7, -0.6, 0.8], [-0.7, 0.2, 1.7], [-0.7, 0.5, -0.1], [-0.3, -0.1, -0.4], [1.0, -0.2, -0.9], [-0.2, -0.3, 0.0], [0.7, 0.0, -0.2], [-1.2, 0.2, -0.2], [1.6, 0.4, 0.6], [0.8, -0.7, -0.6], [0.0, 0.1, 0.3], [0.3, 0.4, 0.6], [-1.0, 0.1, -0.6]]
}